Molecular formula: C16H34FN3O6S
Method: DFT, ωB97M-V with the def2-TZVPD basis set

Summary:
- HOMO level (eV) = -8.5
- structure (SMILES) = CCC[C@@H]1CCOS(=O)(=O)[C@@H]1F.CN(C)C=O.CN(C)C=O.CN(C)C=O
- E_LUMO (eV) = 0.31
- spin multiplicity = 1
- F_max (eV/A) = 1.76
- energy (hartree) = -1743.781424

Last column: natural (NBO) charge in e.
Atoms and positions in Å:
C1 1.307 -2.016 1.215  -0.594
C2 2.647 -2.432 0.585  -0.402
C3 2.565 -2.343 -0.948  -0.418
C4 3.835 -1.854 -1.670  -0.248
C5 4.525 -0.656 -1.030  -0.451
C6 3.652 0.593 -0.889  -0.089
O1 2.493 0.601 -1.743  -0.689
S1 2.790 0.188 -3.240  2.331
O2 3.793 1.034 -3.816  -0.931
O3 1.520 0.113 -3.894  -0.917
C7 3.476 -1.508 -3.128  -0.024
F1 2.533 -2.363 -3.623  -0.325
H1 1.210 -2.340 2.241  0.222
H2 0.492 -2.484 0.662  0.209
H3 1.195 -0.937 1.115  0.197
H4 2.834 -3.463 0.887  0.202
H5 3.450 -1.831 1.008  0.181
H6 1.690 -1.762 -1.235  0.220
H7 2.367 -3.349 -1.315  0.226
H8 4.558 -2.668 -1.735  0.225
H9 4.883 -0.924 -0.040  0.233
H10 5.418 -0.405 -1.606  0.224
H11 3.290 0.704 0.129  0.204
H12 4.260 1.474 -1.091  0.206
H13 4.362 -1.503 -3.760  0.207
C8 2.221 -0.364 6.403  -0.398
N1 1.084 -0.938 5.713  -0.430
C9 0.207 -1.855 6.424  -0.416
C10 0.805 -0.653 4.426  0.529
O4 -0.132 -1.111 3.806  -0.620
H14 2.894 -1.152 6.746  0.196
H15 1.888 0.214 7.267  0.197
H16 2.767 0.295 5.731  0.210
H17 0.189 -2.823 5.923  0.215
H18 -0.810 -1.464 6.440  0.216
H19 0.565 -1.980 7.442  0.203
H20 1.527 0.050 3.973  0.102
C11 -2.355 1.803 -4.106  -0.402
N2 -2.614 0.475 -3.591  -0.431
C12 -1.553 -0.519 -3.629  -0.424
C13 -3.812 0.140 -3.075  0.508
O5 -4.087 -0.958 -2.621  -0.646
H21 -2.083 1.755 -5.162  0.194
H22 -1.535 2.271 -3.556  0.190
H23 -3.248 2.418 -4.000  0.218
H24 -1.875 -1.381 -4.215  0.207
H25 -1.328 -0.860 -2.617  0.204
H26 -0.661 -0.089 -4.071  0.229
H27 -4.537 0.968 -3.089  0.145
C14 -5.084 3.717 1.195  -0.398
N3 -4.998 3.025 -0.075  -0.427
C15 -3.934 2.052 -0.280  -0.422
C16 -5.870 3.257 -1.072  0.534
O6 -5.837 2.720 -2.163  -0.635
H28 -4.169 4.284 1.380  0.194
H29 -5.224 3.001 2.007  0.198
H30 -5.926 4.405 1.186  0.210
H31 -3.317 2.352 -1.128  0.209
H32 -4.352 1.068 -0.492  0.231
H33 -3.318 2.000 0.615  0.206
H34 -6.635 4.009 -0.810  0.105

Forces on the atoms, in the same order (eV/Å):
C 0.5 -0.2 -0.6
C -0.6 -0.2 0.1
C 0.4 -0.4 0.3
C -0.6 0.0 -0.3
C 0.2 0.1 -0.1
C 0.6 0.2 0.4
O 0.2 -0.3 -0.1
S -0.8 0.2 -1.5
O 0.3 -0.1 0.6
O 0.4 0.0 0.5
C 0.0 0.2 0.8
F 0.3 0.0 -0.1
H 0.0 0.2 0.2
H -0.1 0.0 0.0
H -0.2 0.1 0.3
H 0.3 0.0 -0.1
H 0.1 0.1 0.0
H 0.1 0.3 0.0
H -0.1 0.0 -0.1
H 0.0 -0.1 0.2
H 0.1 -0.1 0.0
H 0.0 0.0 -0.1
H -0.4 -0.1 -0.1
H -0.1 0.1 -0.2
H -0.1 0.0 -0.2
C -0.2 -0.1 0.0
N 0.1 0.0 0.1
C 0.0 0.0 -0.1
C 0.0 0.1 -0.1
O -0.1 0.0 0.2
H 0.0 0.0 0.0
H 0.1 0.0 0.0
H 0.0 0.0 0.0
H 0.0 0.0 0.0
H 0.0 0.0 0.0
H 0.0 0.0 0.0
H 0.0 0.0 0.0
C 0.1 -0.1 0.0
N 0.1 0.0 0.0
C -0.2 0.0 0.0
C -0.2 0.0 0.0
O 0.1 0.0 0.0
H 0.0 0.1 0.0
H 0.0 0.1 0.0
H 0.0 0.0 0.0
H 0.0 0.0 0.0
H 0.1 -0.1 0.0
H -0.1 0.0 0.0
H 0.0 0.0 0.0
C 0.1 -0.1 -0.1
N 0.0 0.0 0.2
C -0.2 0.1 -0.1
C 0.0 0.1 -0.1
O 0.1 0.0 0.0
H 0.0 0.0 0.1
H 0.0 0.1 0.0
H 0.0 0.0 0.0
H 0.0 -0.1 0.0
H 0.0 0.0 0.0
H 0.0 0.0 0.0
H 0.0 0.0 0.0